A structure of composition C25H96N46NiO25 at a distorted geometry, computed with ωB97M-V/def2-TZVPD.

Calculated values
Total energy: -188271.839 eV
Expectation value of S²: 2.003
HOMO (alpha / beta): -8.7 / -8.7 eV
E_LUMO (alpha / beta): -0.3 / -0.3 eV
HOMO-LUMO gap (alpha / beta): 8.46 / 8.42 eV
Multiplicity: 3
Strongest force on any atom: 13.6 eV/A

Last column: Löwdin spin population.
CARTESIAN COORDINATES (ANGSTROEM)
Ni1 1.29888 1.25163 2.47351  1.82
O1 1.91659 1.42639 0.41487  0.04
C1 0.69533 1.02017 -0.37868  0.00
C2 -0.48599 0.28896 0.35176  0.00
O2 -0.73036 0.63458 1.68152  0.04
H1 1.10295 0.49198 -1.24062  0.00
H2 0.26497 1.91021 -0.83773  0.00
H3 -0.21399 -0.76544 0.30326  0.00
H4 -1.41072 0.30577 -0.22505  0.00
C3 4.15480 2.33670 3.03520  0.00
O3 3.08234 1.77486 3.37082  0.02
N1 4.40166 2.56059 1.78909  0.00
N2 5.04593 2.86071 3.77031  0.00
H5 3.66603 2.34584 1.13121  0.00
H6 5.26632 3.00936 1.52251  0.00
H7 5.87474 3.36478 3.48911  0.00
H8 4.76650 2.96038 4.73576  0.00
C4 3.05889 4.28881 -1.32292  0.00
O4 3.34452 5.38053 -1.80740  0.00
N3 1.86238 4.11493 -0.87657  0.00
N4 3.82173 3.23244 -1.18294  0.00
H9 1.09385 4.52600 -1.38694  0.00
H10 1.68815 3.19691 -0.49318  0.00
H11 4.70542 3.31420 -1.66514  0.00
H12 3.43491 2.38665 -0.78910  0.00
C5 -6.53216 -2.40557 -0.67560  0.00
O5 -6.63660 -3.59377 -0.86187  0.00
N5 -5.94263 -1.78163 0.27531  0.00
N6 -7.13767 -1.57775 -1.54454  0.00
H13 -5.91816 -0.78615 0.44413  0.00
H14 -5.43819 -2.45920 0.82898  0.00
H15 -6.98284 -0.59570 -1.36645  0.00
H16 -7.87611 -2.03080 -2.06372  0.00
C6 -3.54426 4.20432 5.35066  0.00
O6 -3.33585 3.18391 5.97415  0.00
N7 -4.62604 4.83337 5.54647  0.00
N8 -2.79656 4.79060 4.44850  0.00
H17 -5.27825 4.51186 6.24743  0.00
H18 -4.57287 5.70710 5.04262  0.00
H19 -2.01348 4.33989 3.99710  0.00
H20 -3.03778 5.71331 4.11605  0.00
C7 5.24113 -1.21081 4.15965  0.00
O7 5.42086 -0.94106 2.97117  0.00
N9 4.49279 -0.59776 4.84171  0.00
N10 5.60617 -2.39527 4.68010  0.00
H21 4.30735 -0.93259 5.77639  0.00
H22 3.90790 0.11936 4.43706  0.00
H23 5.52210 -2.63722 5.65709  0.00
H24 5.95660 -2.98424 3.93820  0.00
C8 4.75222 -0.60481 -0.66142  0.00
O8 5.82230 -0.93364 -0.97566  0.00
N11 4.28550 -0.32026 0.48669  0.00
N12 3.80556 -0.45157 -1.53156  0.00
H25 3.56128 0.38098 0.54900  0.00
H26 5.00569 -0.33138 1.19472  0.00
H27 2.83913 -0.22914 -1.34015  0.00
H28 4.03698 -0.61228 -2.50147  0.00
C9 -3.84634 -4.19989 1.96749  0.00
O9 -2.76819 -3.86263 2.38247  0.00
N13 -4.02431 -5.13578 1.07767  0.00
N14 -4.96001 -3.75235 2.32849  0.00
H29 -3.25490 -5.66760 0.69655  0.00
H30 -4.98900 -5.23129 0.79420  0.00
H31 -5.05734 -3.30827 3.23038  0.00
H32 -5.72902 -4.25300 1.90647  0.00
C10 0.13534 0.66246 5.49312  0.00
O10 0.65487 1.15048 4.48302  0.02
N15 0.09692 1.23243 6.67327  0.00
N16 -0.29803 -0.58431 5.56304  0.00
H33 -0.25097 0.89096 7.55785  0.00
H34 0.70552 2.03778 6.63989  0.00
H35 -1.11157 -0.67095 6.15527  0.00
H36 -0.20614 -1.03476 4.66373  0.00
C11 2.29875 -5.38309 0.42933  0.00
O11 2.04736 -5.32061 1.60892  0.00
N17 1.94476 -6.38420 -0.37840  0.00
N18 3.03234 -4.55109 -0.17555  0.00
H37 2.42093 -6.66444 -1.22387  0.00
H38 1.34878 -7.12457 -0.03670  0.00
H39 2.99972 -4.56253 -1.18496  0.00
H40 3.49229 -3.85651 0.39552  0.00
C12 2.39567 -4.37321 -3.68225  0.00
O12 2.53044 -5.23340 -2.90532  0.00
N19 1.91302 -4.53888 -4.85979  0.00
N20 2.46677 -3.16797 -3.29419  0.00
H41 1.96211 -3.77557 -5.51938  0.00
H42 1.60113 -5.45196 -5.15828  0.00
H43 2.89504 -2.64318 -4.04337  0.00
H44 2.39292 -2.88548 -2.32732  0.00
C13 -4.86222 -0.26767 -4.58929  0.00
O13 -5.90836 0.06912 -5.11556  0.00
N21 -3.64079 0.07144 -4.97957  0.00
N22 -4.75917 -1.13291 -3.58029  0.00
H45 -2.88833 -0.31887 -4.43041  0.00
H46 -3.49986 0.70205 -5.75583  0.00
H47 -5.41390 -1.41989 -2.86680  0.00
H48 -3.92542 -1.69706 -3.49853  0.00
C14 1.22319 4.60779 2.80097  0.00
O14 0.96038 3.38267 2.64892  0.02
N23 1.42443 5.33320 1.85366  0.00
N24 1.55000 5.11788 3.93926  0.00
H49 1.61240 6.32543 1.86893  0.00
H50 1.56497 4.77573 1.02326  0.00
H51 1.89756 6.06468 3.99269  0.00
H52 1.51980 4.54625 4.77138  0.00
C15 -3.14477 3.47913 0.65382  0.00
O15 -4.22070 4.11697 0.55135  0.00
N25 -3.05373 2.25140 1.02603  0.00
N26 -1.99841 4.06369 0.41500  0.00
H53 -3.87437 1.69898 1.22969  0.00
H54 -2.13315 1.84748 1.12325  0.00
H55 -1.30745 3.33234 0.50331  0.00
H56 -1.81802 5.04367 0.25008  0.00
C16 -2.04619 6.83720 -1.17494  0.00
O16 -2.44819 7.78083 -0.48750  0.00
N27 -2.96182 6.31984 -1.86697  0.00
N28 -0.84907 6.32046 -0.93219  0.00
H57 -3.82654 6.59244 -1.42195  0.00
H58 -2.68159 5.37403 -2.08382  0.00
H59 -0.42202 5.77824 -1.66957  0.00
H60 -0.35252 6.65487 -0.11874  0.00
C17 -1.44435 -2.32533 -3.55360  0.00
O17 -2.50201 -2.87787 -3.65536  0.00
N29 -0.59985 -2.22662 -4.58040  0.00
N30 -1.06260 -1.63215 -2.56908  0.00
H61 0.32615 -1.82425 -4.60731  0.00
H62 -0.95669 -2.65296 -5.42361  0.00
H63 -0.13603 -1.23207 -2.60778  0.00
H64 -1.61186 -1.61474 -1.72167  0.00
C18 -0.16892 -4.42011 4.76683  0.00
O18 0.72458 -4.61975 5.64209  0.00
N31 -1.05485 -3.39468 4.78856  0.00
N32 -0.34291 -5.09489 3.67554  0.00
H65 -1.74454 -3.31749 4.05476  0.00
H66 -1.12711 -2.93716 5.68609  0.00
H67 0.50554 -5.61047 3.49006  0.00
H68 -0.88157 -4.76428 2.88772  0.00
C19 -3.15913 2.98838 -3.03005  0.00
O19 -2.62670 3.44886 -3.99768  0.00
N33 -4.22498 3.42306 -2.39426  0.00
N34 -2.62789 1.90167 -2.55301  0.00
H69 -4.30923 3.09070 -1.44424  0.00
H70 -4.66786 4.30108 -2.62459  0.00
H71 -3.24028 1.45129 -1.88802  0.00
H72 -1.76246 1.51558 -2.90241  0.00
C20 5.42917 -2.05500 -4.48441  0.00
O20 4.61225 -1.20512 -4.30892  0.00
N35 6.22438 -2.51633 -3.54874  0.00
N36 5.63319 -2.66470 -5.59292  0.00
H73 6.98383 -3.17562 -3.64178  0.00
H74 5.81448 -2.34151 -2.64236  0.00
H75 6.28125 -3.42976 -5.47124  0.00
H76 4.92881 -2.55412 -6.30827  0.00
C21 -1.45434 -6.61029 -2.45482  0.00
O21 -2.31253 -7.32308 -2.14849  0.00
N37 -0.50821 -6.94417 -3.36851  0.00
N38 -1.33261 -5.46960 -1.89455  0.00
H77 -0.32572 -7.90666 -3.61432  0.00
H78 0.07298 -6.18761 -3.70007  0.00
H79 -0.56810 -4.81810 -2.00020  0.00
H80 -2.14198 -5.20747 -1.35023  0.00
C22 1.67697 0.76819 -4.55203  0.00
O22 1.42895 -0.38055 -4.22457  0.00
N39 2.21311 1.06105 -5.74484  0.00
N40 1.58878 1.77778 -3.74442  0.00
H81 2.73095 1.91573 -5.89128  0.00
H82 2.48671 0.27119 -6.31173  0.00
H83 1.78757 2.70618 -4.08888  0.00
H84 1.08289 1.52357 -2.90804  0.00
C23 1.76878 -1.95327 2.68917  0.00
O23 1.92040 -0.71075 2.98424  0.03
N41 0.73855 -2.38265 1.97840  0.00
N42 2.41656 -3.03030 3.02232  0.00
H85 0.04440 -1.75628 1.59642  0.00
H86 0.63697 -3.38006 1.85607  0.00
H87 2.24840 -3.93152 2.59849  0.00
H88 3.16978 -2.78956 3.65066  0.00
C24 0.24123 4.94433 -3.89420  0.00
O24 -0.00567 4.63250 -2.77096  0.00
N43 -0.62799 5.05338 -4.86575  0.00
N44 1.46661 5.33503 -4.17798  0.00
H89 -0.38032 5.39929 -5.78178  0.00
H90 -1.41449 4.44254 -4.69722  0.00
H91 1.59006 6.04395 -4.88671  0.00
H92 2.19994 5.28359 -3.48539  0.00
C25 -3.72418 -0.77760 3.42261  0.00
O25 -4.59275 -1.46456 3.93381  0.00
N45 -2.57834 -1.12845 3.03544  0.00
N46 -3.84850 0.49421 3.40822  0.00
H93 -2.37676 -2.11690 2.98620  0.00
H94 -1.90257 -0.61514 2.48776  0.00
H95 -3.02527 1.07402 3.32934  0.00
H96 -4.75699 0.92638 3.49754  0.00